Record 1
C39H46P2Sn | ωB97M-V with the def2-TZVPD basis set

XYZ file:
```
88
Properties=species:S:1:pos:R:3:mulliken_charge:R:1
Sn 1.6844 -1.5681 0.2464 0.955
C -2.9022 0.0803 0.7465 -0.599
C -2.8082 -0.2241 -0.5501 -0.554
C -2.8961 0.7612 -1.6861 -0.892
C -1.6111 1.4148 -2.2467 0.163
C -0.5907 1.9101 -1.2910 -0.587
C -0.7924 2.2907 -0.0143 -0.206
C -2.1258 2.5407 0.6042 -1.072
C -2.7798 1.4114 1.3948 -0.535
C 2.8412 0.0145 -0.8389 -1.256
H -3.0619 -0.7329 1.4471 0.811
H -2.7072 -1.2801 -0.8517 0.409
H -3.6214 1.5638 -1.4620 0.452
H -3.3332 0.2198 -2.5539 0.466
H -1.0850 0.7084 -2.9230 -0.375
H -1.9803 2.2297 -2.9014 0.294
H 0.4332 1.8183 -1.6489 0.488
H 0.0830 2.4513 0.6322 0.439
H -2.8299 2.9218 -0.1512 0.425
H -1.9850 3.3872 1.3152 0.407
H -2.2175 1.2480 2.3304 0.199
H -3.7633 1.8208 1.6865 0.312
H 3.8439 0.0320 -0.3594 0.433
H 2.3298 1.0216 -0.7935 0.291
H 3.0760 -0.2590 -1.8928 0.412
P 0.0855 -2.2308 -9.3013 0.211
P 2.0225 0.3820 -9.5930 0.205
C -0.5490 -0.6543 -9.9213 -0.659
C 0.2710 0.4191 -10.0738 -0.479
C -0.7251 -3.4307 -10.4494 0.329
C -1.8946 -3.1293 -11.1631 0.167
C -2.5171 -4.1090 -11.9480 -0.704
C -1.9269 -5.3726 -12.0669 -0.433
C -0.7199 -5.6661 -11.4109 -0.635
C -0.1208 -4.6931 -10.6226 -0.279
C -0.9182 -2.3743 -7.7798 0.685
C -0.5358 -1.5182 -6.7346 -0.807
C -1.2472 -1.5294 -5.5443 -0.143
C -2.3274 -2.3961 -5.3649 -0.489
C -2.6836 -3.2596 -6.4007 -0.563
C -1.9703 -3.2757 -7.5998 -0.519
C 2.6847 1.1703 -11.1420 0.419
C 2.6558 0.3696 -12.3007 -0.279
C 3.0312 0.8865 -13.5411 -0.701
C 3.4796 2.2186 -13.6186 -0.356
C 3.5686 3.0143 -12.4680 -0.637
C 3.1994 2.4759 -11.2260 -0.217
C 2.1160 1.7919 -8.4443 0.396
C 3.2517 1.8665 -7.6174 -0.427
C 3.4264 2.9581 -6.7862 -0.616
C 2.4662 3.9750 -6.7351 -0.541
C 1.3156 3.8746 -7.5188 -0.700
C 1.1221 2.7705 -8.3526 0.041
H -1.6196 -0.5888 -10.1430 0.526
H -0.0732 1.3426 -10.5529 0.816
H -2.3361 -2.1325 -11.1294 0.148
H -3.4542 -3.8687 -12.4703 0.402
H -2.4101 -6.1307 -12.6837 0.388
H -0.2602 -6.6499 -11.5270 0.403
H 0.8299 -4.8961 -10.1263 0.375
H 0.3205 -0.8608 -6.8668 0.330
H -0.9477 -0.8727 -4.7324 0.349
H -2.8736 -2.4175 -4.4210 0.403
H -3.5145 -3.9564 -6.2722 0.382
H -2.2216 -3.9935 -8.3830 0.335
H 2.3179 -0.6658 -12.2294 0.365
H 2.9878 0.2608 -14.4472 0.373
H 3.7866 2.6330 -14.5834 0.374
H 3.9403 4.0520 -12.5234 0.377
H 3.3031 3.0828 -10.3287 0.305
H 3.9942 1.0703 -7.6597 0.400
H 4.3146 3.0356 -6.1714 0.447
H 2.6048 4.8397 -6.0839 0.436
H 0.5544 4.6572 -7.4851 0.424
H 0.2014 2.6964 -8.9331 0.352
C -0.7906 -1.0267 3.5417 -1.253
C 0.3202 -0.0152 3.3399 1.209
C 1.0537 0.2498 4.6804 -1.560
C 1.4281 -0.4020 2.3029 -1.365
H -0.3998 -2.0520 3.5762 0.412
H -1.5450 -0.9557 2.7502 0.071
H -1.3065 -0.8433 4.4946 0.383
H -0.1674 0.9362 3.0374 -0.022
H 1.6258 -0.6618 4.9426 0.406
H 1.7561 1.0866 4.5631 0.383
H 0.3661 0.4688 5.5074 0.410
H 1.9981 0.5294 2.1043 0.490
H 2.0999 -1.1004 2.8382 0.582
```

- F_max (Eh/bohr) = 0.041
- ΔE to the lowest compared entry with this formula, charge and spin (kcal/mol) = 4.6
- orbital gap (alpha / beta) (eV) = 4.680 / 4.573
- net charge = +2
- HOMO (alpha / beta) (eV) = -12.804 / -13.033

---

Record 2
C32H61O10P | ωB97M-V with the def2-TZVPD basis set

XYZ file:
```
104
Properties=species:S:1:pos:R:3:mulliken_charge:R:1
C -6.8361 1.1225 0.2158 -0.881
C -6.0950 -0.3013 -0.1182 0.224
O -5.9675 -0.6145 -1.5500 -0.496
P -4.4055 -0.0458 -2.1768 0.977
O -3.2251 -0.6678 -1.2979 -0.695
C -4.4932 1.8634 -2.1341 -0.454
C -3.2506 2.6329 -2.8768 -0.817
C -1.7543 2.1320 -2.4282 -0.435
C -1.2558 2.6693 -0.9588 0.492
C -0.3169 3.8575 -0.8812 -0.621
C 0.2788 4.4402 0.5682 0.198
O 0.4831 5.7459 0.8094 -0.542
C 0.5582 3.2545 1.7142 0.406
C 1.7524 3.3102 2.8362 -0.356
C 1.8687 1.9844 3.8492 -0.184
C 0.8660 0.6778 3.7559 -0.469
C -0.3544 0.6612 2.6493 -0.354
C -0.4895 1.9527 1.6422 -0.045
C -1.7101 1.9876 0.4993 0.455
O -2.9394 1.5419 0.7702 -0.426
O -4.2584 -0.7363 -3.7712 -0.516
C -3.5088 -2.0021 -3.7661 0.052
C -4.2503 -3.2329 -2.9528 -0.840
H -6.1722 1.7442 0.9887 0.198
H -6.9154 1.8294 -0.7417 0.238
H -7.8955 1.0320 0.7043 0.283
H -5.0968 -0.3391 0.4912 0.063
H -6.7903 -1.1538 0.3444 0.180
H -4.6283 2.3162 -1.0629 0.274
H -5.4773 2.1632 -2.7394 0.453
H -3.3494 2.6599 -4.0661 0.311
H -3.3276 3.7781 -2.5490 0.346
H -0.9975 2.6022 -3.2228 0.369
H -1.5916 0.9536 -2.5287 0.158
H 0.0438 4.4204 -1.8427 0.266
H 2.4821 4.2210 2.9215 0.379
H 2.7125 1.9476 4.6596 0.212
H 0.9754 -0.2702 4.4560 0.271
H -1.0936 -0.2716 2.5591 0.295
H -3.4582 -2.3594 -4.9039 0.187
H -2.3658 -1.8754 -3.4463 0.109
H -4.3289 -4.2345 -3.5686 0.278
H -3.5333 -3.4842 -2.0320 0.209
H -5.2882 -2.9523 -2.4909 0.259
C -5.7531 -3.0880 4.4279 -1.312
C -6.2393 -3.2461 2.9960 0.337
C -5.7388 -4.5433 2.3809 -1.291
O -5.7786 -2.1453 2.2167 -0.358
H -4.6586 -3.0583 4.4693 0.331
H -6.1107 -2.1442 4.8537 0.326
H -6.1044 -3.9116 5.0573 0.381
H -7.3343 -3.2271 2.9749 0.272
H -4.6436 -4.5652 2.3496 0.331
H -6.0861 -4.6377 1.3464 0.308
H -6.0895 -5.4106 2.9489 0.400
H -4.8071 -2.1541 2.2298 0.265
C -0.4983 -3.7847 -7.0514 -1.272
C -0.1123 -3.1609 -5.7197 0.512
C 1.1773 -3.7593 -5.1806 -1.219
O -1.1608 -3.3720 -4.7778 -0.405
H -0.6674 -4.8622 -6.9453 0.226
H -1.4347 -3.3533 -7.4214 0.340
H 0.2816 -3.6258 -7.8027 0.391
H 0.0065 -2.0787 -5.8409 0.243
H 1.0677 -4.8358 -5.0080 0.187
H 1.4362 -3.3097 -4.2159 0.344
H 2.0074 -3.5996 -5.8757 0.391
H -1.2734 -4.3303 -4.6639 0.268
C 5.0391 5.9161 5.6630 -1.377
C 3.7588 5.1303 5.4285 0.602
C 3.2118 4.5613 6.7280 -1.440
O 4.0188 4.0644 4.5187 -0.562
H 5.8214 5.2744 6.0837 0.311
H 5.4280 6.3092 4.7175 0.310
H 4.8688 6.7534 6.3469 0.359
H 3.0077 5.7800 4.9661 0.313
H 3.9293 3.8715 7.1864 0.324
H 2.2972 3.9880 6.5421 0.365
H 2.9867 5.3580 7.4439 0.418
H 4.6848 3.4824 4.9210 0.341
C 10.4656 5.7457 6.4377 -1.354
C 9.0767 5.8276 5.8245 0.504
C 9.0383 6.8158 4.6697 -1.165
O 8.1429 6.2312 6.8227 -0.527
H 10.7746 6.7171 6.8396 0.340
H 10.4754 5.0400 7.2754 0.335
H 11.2051 5.4222 5.6985 0.367
H 8.7713 4.8367 5.4714 0.262
H 9.2966 7.8252 5.0089 0.325
H 8.0298 6.8736 4.2461 0.241
H 9.7349 6.5245 3.8774 0.372
H 8.4064 7.1102 7.1421 0.337
C 1.2195 -7.9633 -8.1708 -1.377
C 1.6056 -7.3395 -6.8390 0.742
C 2.8951 -7.9379 -6.2999 -1.395
O 0.5570 -7.5506 -5.8971 -0.525
H 1.0505 -9.0408 -8.0646 0.342
H 0.2831 -7.5319 -8.5407 0.332
H 1.9994 -7.8044 -8.9221 0.368
H 1.7243 -6.2573 -6.9602 0.116
H 2.7855 -9.0144 -6.1273 0.348
H 3.1540 -7.4883 -5.3352 0.329
H 3.7252 -7.7782 -6.9950 0.373
H 0.4444 -8.5089 -5.7833 0.338
```

- F_max (Eh/bohr) = 0.163
- orbital gap (eV) = 7.447
- HOMO (eV) = -8.650
- SMILES = CCOP(=O)(CCCC1=CC(=O)c2ccccc2C1=O)OCC.CC(C)O.CC(C)O.CC(C)O.CC(C)O.CC(C)O

---

Record 3
CH2O4Tl | ωB97M-V with the def2-TZVPD basis set

XYZ file:
```
8
Properties=species:S:1:pos:R:3:mulliken_charge:R:1
O 0.1782 0.1835 1.2137 -0.563
C 0.9742 0.2613 0.1753 0.587
O 1.4867 1.3511 -0.1863 -0.599
O 0.8055 -0.7302 -0.6599 -0.594
Tl -0.9678 -1.1999 0.3016 0.957
H -1.7796 0.9929 -1.0566 0.371
O -2.1521 0.1283 -0.7307 -0.522
H -2.9518 -0.0584 -1.2305 0.363
```

- multiplicity = 2
- F_max (Eh/bohr) = 0.107
- ΔE to the lowest compared entry with this formula, charge and spin (kcal/mol) = 17.7
- orbital gap (alpha / beta) (eV) = 8.325 / 5.634
- HOMO (alpha / beta) (eV) = -8.951 / -8.751

---

Record 4
C33H85BFNO15PS | ωB97M-V with the def2-TZVPD basis set

XYZ file:
```
138
Properties=species:S:1:pos:R:3:mulliken_charge:R:1
N 2.2927 0.5230 5.8228 -0.507
B 2.6712 0.9383 4.5049 0.421
O 3.0603 2.1620 4.1131 -0.475
P 2.6742 -0.3822 3.0030 0.255
C 1.0229 -1.1533 2.9100 -0.755
C 0.3108 -0.7880 1.6115 -0.174
F 0.8810 -1.5223 0.5884 -0.304
C 3.9476 -1.6479 3.1616 -0.239
C 5.3436 -1.1740 2.7025 -0.310
C 5.9763 -2.0756 1.6345 -1.023
S 6.0385 -3.8100 2.1335 -0.175
H 1.3022 0.4833 6.0443 0.283
H 2.6631 -0.3860 6.0919 0.249
H 2.5593 2.9429 4.3741 0.337
H 2.8946 0.2815 1.7909 0.092
H 1.1750 -2.2350 2.9395 0.385
H 0.4229 -0.8367 3.7654 0.535
H -0.7537 -1.0211 1.6874 0.087
H 0.4410 0.2703 1.3676 0.304
H 3.9681 -2.0108 4.1959 0.057
H 3.6081 -2.4987 2.5632 0.342
H 6.0073 -1.1395 3.5672 0.208
H 5.2929 -0.1570 2.2931 0.472
H 7.0238 -1.7848 1.5297 0.448
H 5.5216 -1.9590 0.6496 0.360
H 4.7721 -4.1721 1.8880 0.134
C -3.1577 -3.6366 2.9461 -0.842
O -3.3063 -2.4348 2.2115 -0.334
C -3.6055 -2.6550 0.8338 -0.059
C -5.0739 -2.4698 0.5345 -0.161
O -5.8974 -3.4373 1.1554 -0.373
C -6.5615 -2.9740 2.3154 -0.715
H -3.1743 -3.3767 4.0039 0.280
H -3.9708 -4.3356 2.7395 0.351
H -2.2050 -4.1281 2.7138 0.297
H -3.2734 -3.6509 0.5226 0.355
H -3.0487 -1.9127 0.2533 0.064
H -5.1992 -2.5637 -0.5480 -0.152
H -5.3813 -1.4590 0.8269 0.444
H -7.3763 -2.2902 2.0552 0.306
H -5.8754 -2.4636 2.9973 0.277
H -6.9815 -3.8447 2.8154 0.266
C -2.1735 0.9340 -2.8836 -0.787
O -2.0609 0.1202 -4.0387 -0.473
C -1.7875 -1.2292 -3.7059 -0.641
C -3.0275 -2.0955 -3.6893 -0.546
O -3.9504 -1.6993 -2.6916 0.235
C -5.0622 -0.9767 -3.1995 -1.055
H -2.5884 1.8931 -3.1894 0.211
H -2.8362 0.4847 -2.1400 0.393
H -1.1861 1.1047 -2.4366 0.388
H -1.3091 -1.2751 -2.7192 0.230
H -1.0826 -1.6261 -4.4419 0.442
H -2.7175 -3.1220 -3.4643 0.347
H -3.5118 -2.0956 -4.6711 0.331
H -5.7521 -1.6445 -3.7253 0.271
H -4.7441 -0.1821 -3.8784 0.414
H -5.5755 -0.5331 -2.3475 0.242
C -4.8969 -5.4187 -2.4376 -0.616
O -5.6432 -6.4815 -2.9933 -0.428
C -6.8981 -6.0698 -3.5098 -0.504
C -6.8628 -5.8750 -5.0104 -0.477
O -6.0045 -4.8098 -5.3885 -0.342
C -4.7405 -5.2368 -5.8570 -0.653
H -3.8835 -5.7841 -2.2705 0.332
H -4.8570 -4.5622 -3.1165 0.187
H -5.3183 -5.0949 -1.4783 0.332
H -7.2218 -5.1407 -3.0271 0.242
H -7.6270 -6.8479 -3.2678 0.419
H -7.8698 -5.6268 -5.3576 0.369
H -6.5552 -6.8052 -5.4996 0.342
H -4.8180 -5.6742 -6.8582 0.324
H -4.2865 -5.9697 -5.1848 0.324
H -4.1019 -4.3558 -5.9108 0.148
C -3.7471 4.2536 -0.9817 -0.626
O -4.2657 3.1373 -0.2784 -0.369
C -3.3643 2.6124 0.6747 -0.014
C -3.6962 3.0496 2.0864 -0.714
O -3.5252 4.4400 2.2710 -0.382
C -4.7344 5.1797 2.2271 -0.692
H -4.5699 4.7198 -1.5201 0.298
H -3.3039 4.9870 -0.3039 0.367
H -2.9900 3.9372 -1.7078 0.122
H -2.3339 2.8979 0.4300 0.274
H -3.4326 1.5189 0.6262 0.174
H -3.0165 2.5399 2.7790 0.326
H -4.7189 2.7461 2.3347 0.383
H -5.3230 5.0214 3.1364 0.318
H -5.3392 4.9083 1.3590 0.301
H -4.4639 6.2316 2.1615 0.245
C 6.5438 -2.3787 5.9556 -0.972
O 5.3454 -3.1022 5.7331 -0.108
C 5.5295 -4.5180 5.7821 -0.453
C 5.1009 -5.1088 7.1067 -0.749
O 5.9187 -4.6647 8.1709 -0.370
C 5.3416 -3.6444 8.9623 -0.611
H 6.2719 -1.3353 6.1198 0.251
H 7.0776 -2.7458 6.8341 0.432
H 7.2077 -2.4458 5.0859 0.326
H 6.5742 -4.7708 5.5803 0.397
H 4.9189 -4.9464 4.9823 0.343
H 5.1958 -6.1966 7.0456 0.384
H 4.0488 -4.8713 7.3020 0.343
H 4.5459 -4.0434 9.6000 0.336
H 4.9326 -2.8381 8.3463 0.187
H 6.1305 -3.2449 9.5964 0.247
C 1.7299 4.1302 -3.2431 -0.940
O 1.0834 2.8770 -3.0987 -0.223
C 1.0912 2.0932 -4.2828 -0.394
C 2.1552 1.0183 -4.2421 -0.460
O 3.4662 1.5561 -4.2314 -0.386
C 4.0633 1.5954 -2.9546 -0.692
H 1.8568 4.5510 -2.2469 0.254
H 2.7115 4.0294 -3.7107 0.369
H 1.1224 4.8186 -3.8399 0.344
H 1.2356 2.7240 -5.1659 0.359
H 0.1125 1.6123 -4.3695 0.299
H 2.0628 0.3966 -5.1371 0.368
H 1.9978 0.3772 -3.3659 0.241
H 4.3581 0.5903 -2.6269 0.293
H 3.3928 2.0320 -2.2084 0.285
H 4.9566 2.2128 -3.0339 0.274
C 5.5548 9.5206 -2.3786 -0.679
O 5.0836 9.6113 -3.7084 -0.371
C 5.2597 8.4274 -4.4642 -0.586
C 3.9793 7.6280 -4.5726 -0.485
O 3.5505 7.1304 -3.3144 -0.289
C 2.5150 7.8937 -2.7256 -0.905
H 5.1794 10.3917 -1.8443 0.245
H 5.1966 8.6134 -1.8843 0.274
H 6.6497 9.5335 -2.3470 0.325
H 6.0494 7.8059 -4.0276 0.333
H 5.5762 8.7192 -5.4697 0.382
H 4.1542 6.7678 -5.2256 0.371
H 3.1957 8.2441 -5.0263 0.360
H 1.5607 7.7256 -3.2379 0.317
H 2.7415 8.9622 -2.7426 0.453
H 2.4200 7.5660 -1.6910 0.256
```

- F_max (Eh/bohr) = 0.024
- orbital gap (eV) = 7.024
- net charge = +1
- HOMO (eV) = -10.439

---

Record 5
C2H8N3O | ωB97M-V with the def2-TZVPD basis set

XYZ file:
```
14
Properties=species:S:1:pos:R:3:mulliken_charge:R:1
C -1.5184 1.0873 1.4944 0.302
N -2.6873 0.6916 0.9153 -0.175
O -0.4282 0.6471 1.0646 -0.231
H -1.7007 1.4633 2.5030 0.385
H -3.4164 0.7508 1.5221 0.278
H -2.7481 -0.0178 0.1786 0.298
N 1.2562 0.3968 -1.2522 -0.203
C 1.9662 -0.7063 -1.2308 0.205
N 1.5495 -1.9197 -0.7974 -0.479
H 0.6560 0.4901 -0.3793 0.341
H 1.0963 1.1560 -1.8999 0.273
H 2.9915 -0.5480 -1.8790 0.324
H 2.3192 -2.6602 -0.8481 0.352
H 0.7122 -2.2775 -1.3555 0.332
```

- multiplicity = 2
- F_max (Eh/bohr) = 0.102
- ΔE to the lowest compared entry with this formula, charge and spin (kcal/mol) = 46.2
- orbital gap (alpha / beta) (eV) = 9.910 / 5.214
- net charge = +2
- HOMO (alpha / beta) (eV) = -19.261 / -19.215

---

Record 6
C4H8O3 | ωB97M-V with the def2-TZVPD basis set

XYZ file:
```
15
Properties=species:S:1:pos:R:3:mulliken_charge:R:1
O 0.3758 -2.3385 0.3004 -0.513
C 0.7335 -1.2047 0.5519 0.540
O 1.7902 -0.4393 -0.1197 -0.479
C -0.2508 -0.2459 1.1772 -0.576
C -1.2531 0.1808 0.2202 -0.457
C -0.6612 1.0148 -0.8747 -0.486
O -0.7471 2.4428 -0.8894 -0.582
H 2.2554 -1.1231 -0.6631 0.332
H 0.1695 0.7952 1.5867 0.251
H -0.3613 -0.6137 2.1984 0.387
H -2.0774 -0.5125 -0.1719 0.346
H -1.7707 1.0728 0.6759 0.225
H 0.4109 0.9712 -0.9086 0.308
H -0.9468 0.6947 -1.8332 0.399
H -0.4415 2.9254 -1.6618 0.306
```

- F_max (Eh/bohr) = 0.107
- ΔE to the lowest compared entry with this formula, charge and spin (kcal/mol) = 66.3
- orbital gap (eV) = 10.556
- HOMO (eV) = -9.879
- SMILES = O=C(O)CCCO

---

Number 1: E -2409.9410 a.u.. Number 2: E -2349.1085 a.u.. Number 3: E -512.6390 a.u.. Number 4: E -3355.4669 a.u.. Number 5: E -319.7255 a.u.. Number 6: E -382.8591 a.u..